1.
95
Properties=species:S:1:pos:R:3 method="wB97M-V/def2-TZVPD" total_charge=0 homo_lumo_gap_ev=8.67
Y 0.1471 -0.0546 0.0046
C 3.8347 -1.2319 0.5762
C 3.6229 0.2132 0.2725
C 4.6232 1.1836 0.1936
C 3.9652 2.3819 0.0047
C 4.5498 3.7489 -0.1204
N 2.6453 2.1257 -0.0383
N 2.4256 0.7831 0.1103
B 1.5055 3.1719 0.0512
N 0.7440 2.9734 1.3721
N 0.1580 1.7839 1.6984
C -0.1935 1.8747 2.9831
C -0.8261 0.7734 3.7676
C 0.1441 3.1368 3.4828
C 0.7424 3.8009 2.4347
C 1.3264 5.1735 2.4150
N 0.5573 3.0901 -1.1591
N -0.1962 1.9880 -1.4081
C -0.8687 2.2341 -2.5301
C -1.7679 1.2318 -3.1618
C -0.5639 3.5099 -3.0065
C 0.3518 4.0216 -2.1075
C 1.0303 5.3495 -2.1266
H 4.8979 -1.4583 0.5100
H 3.5046 -1.4688 1.5882
H 3.3078 -1.8888 -0.1104
H 5.6838 1.0285 0.2822
H 5.6349 3.6719 -0.1531
H 4.2130 4.2485 -1.0282
H 4.2776 4.3805 0.7249
H 1.9981 4.2553 0.0560
H -1.1497 -0.0477 3.1370
H -0.1020 0.3540 4.4666
H -1.6709 1.1569 4.3440
H -0.0165 3.5083 4.4799
H 1.1330 5.6589 3.3697
H 2.4047 5.1469 2.2587
H 0.8923 5.7847 1.6237
H -1.9300 0.3735 -2.5060
H -2.7376 1.6740 -3.3965
H -1.3381 0.8731 -4.0974
H -0.9511 3.9917 -3.8867
H 0.6999 5.9079 -3.0008
H 0.7965 5.9329 -1.2363
H 2.1137 5.2439 -2.1759
C -3.5878 1.5432 -1.0698
N -2.8868 1.0586 0.1184
C -2.8810 2.1540 1.0856
C -3.5680 -0.1061 0.6935
C -3.3903 -1.3166 -0.1985
N -2.1030 -1.9968 -0.0596
C -2.0833 -2.8297 1.1485
C -1.9381 -2.8785 -1.2207
H -4.6103 1.8627 -0.8152
H -3.6546 0.7767 -1.8408
H -3.0523 2.3981 -1.4834
H -3.9029 2.5194 1.2749
H -2.2789 2.9792 0.7051
H -2.4568 1.8251 2.0256
H -4.6441 0.0863 0.8395
H -3.1443 -0.2865 1.6831
H -3.4480 -0.9844 -1.2373
H -4.2214 -2.0260 -0.0553
H -2.9408 -3.5183 1.1469
H -2.1157 -2.2228 2.0500
H -1.1775 -3.4284 1.1804
H -2.7754 -3.5877 -1.2948
H -1.0071 -3.4347 -1.1396
H -1.9027 -2.2860 -2.1370
O 1.4682 -2.8731 2.7912
C 1.0051 -2.2930 1.8390
O 0.4045 -1.1344 1.8468
C 1.1198 -2.8824 0.3940
O 1.4084 -4.0375 0.1835
O 0.8613 -1.9867 -0.5216
C 1.6170 0.5628 -4.2734
P 1.0725 -0.8072 -3.1646
C 2.7134 -1.5434 -2.8412
C 0.3674 -1.9788 -4.4010
C -0.9945 -1.9351 -4.6957
C -1.5580 -2.7832 -5.6365
C -0.7668 -3.7095 -6.2972
C 0.5866 -3.7787 -6.0061
C 1.1462 -2.9230 -5.0689
H 0.7633 1.0794 -4.7132
H 2.2570 0.1920 -5.0755
H 2.1719 1.2870 -3.6738
H 3.3094 -1.6179 -3.7519
H 2.6015 -2.5192 -2.3716
H 3.2356 -0.8839 -2.1494
H -1.6342 -1.2366 -4.1760
H -2.6188 -2.7276 -5.8428
H -1.2030 -4.3796 -7.0259
H 1.2121 -4.5076 -6.5045
H 2.2008 -3.0128 -4.8530



2.
91
Properties=species:S:1:pos:R:3 method="wB97M-V/def2-TZVPD" total_charge=0 homo_lumo_gap_ev=8.08 smiles=c1cc[nH]c1.c1cc[nH]c1.c1cc[nH]c1.c1cc[nH]c1.c1cc[nH]c1.c1cc[nH]c1.c1cc[nH]c1.c1cc[nH]c1.c1ccncc1
C 12.6979 3.8319 24.0096
C 13.2623 2.6896 24.6541
C 12.4865 2.3959 25.7369
N 11.4441 3.2852 25.7675
C 11.5504 4.1297 24.6989
H 13.0594 4.2216 23.0726
H 14.1425 2.1820 24.2937
H 12.6067 1.6463 26.5006
H 10.8275 3.4524 26.5541
H 10.8343 4.9317 24.6056
C 13.1361 9.3106 24.5682
C 12.6636 8.0066 24.2389
C 11.3822 8.1414 23.7899
N 11.0227 9.4540 23.9620
C 12.1047 10.1858 24.3662
H 14.1376 9.4666 24.9349
H 13.2326 7.0921 24.2765
H 10.6298 7.4374 23.4756
H 10.1645 9.8680 23.6456
H 12.0952 11.2620 24.3673
C 8.8058 8.2718 30.6520
C 9.3022 8.4607 31.9737
C 8.5575 7.6633 32.8018
N 7.6635 6.9866 32.0229
C 7.7985 7.3481 30.7086
H 9.2770 8.7745 29.8231
H 10.0779 9.1370 32.2907
H 8.5375 7.4891 33.8649
H 7.0182 6.2777 32.3211
H 7.1476 6.9365 29.9577
C 16.4597 6.0443 33.1830
C 15.9035 5.2625 34.2172
C 14.6995 4.7630 33.7620
N 14.5200 5.2264 32.4904
C 15.5775 6.0157 32.1241
H 17.3979 6.5739 33.2035
H 16.3251 5.0658 35.1896
H 14.0628 4.0244 34.2154
H 13.7669 4.9515 31.8766
H 15.6214 6.4556 31.1434
C 8.6976 3.5275 26.9800
C 9.0836 4.8835 27.1881
C 9.4875 4.9996 28.4935
N 9.4623 3.7479 29.0467
C 8.8622 2.8742 28.1815
H 8.3491 3.1193 26.0465
H 9.0386 5.7251 26.5142
H 9.8849 5.8255 29.0594
H 9.6570 3.5477 30.0193
H 8.8190 1.8153 28.3751
C 11.2959 3.8690 31.4285
C 11.4475 2.9968 32.5516
C 11.0130 3.7094 33.6411
N 10.6760 4.9821 33.2293
C 10.7293 5.0257 31.8525
H 11.6382 3.5552 30.4565
H 11.7240 1.9575 32.5912
H 10.7580 3.4019 34.6426
H 10.3817 5.7360 33.8223
H 10.3895 5.9151 31.3449
C 17.4231 5.9009 24.9092
C 16.2731 5.1484 24.5702
C 15.2430 5.5712 25.3642
N 15.7519 6.5261 26.2041
C 17.0738 6.7599 25.9176
H 18.4045 5.8585 24.4671
H 16.2026 4.3596 23.8390
H 14.2196 5.2646 25.4585
H 15.2179 7.0573 26.8697
H 17.5284 7.5962 26.4206
C 17.5733 2.0065 28.9064
C 17.7921 1.4116 27.6303
C 17.0244 2.0928 26.7417
N 16.3936 3.1190 27.3970
C 16.6914 3.0406 28.7246
H 18.0168 1.8413 29.8753
H 18.5032 0.6392 27.3916
H 16.8700 2.0072 25.6787
H 15.8273 3.8327 26.9708
H 16.2626 3.6809 29.4799
C 11.8359 7.4855 28.1501
C 12.3394 6.3026 27.6360
C 12.9994 5.4396 28.4979
N 13.2817 5.7398 29.7644
C 12.8414 6.9204 30.2190
C 12.0603 7.7908 29.4866
H 11.2448 8.1397 27.5183
H 12.1048 6.0378 26.6144
H 13.2333 4.4293 28.1686
H 13.2421 7.1614 31.1994
H 11.6763 8.7140 29.8966



3.
9
Properties=species:S:1:pos:R:3 method="wB97M-V/def2-TZVPD" total_charge=-1 homo_lumo_gap_ev=6.74
C 0.3977 -1.1025 -2.2322
C -0.1235 -1.2656 -1.1230
C -0.7628 -1.3123 0.0810
O 0.9146 1.2633 2.7661
O 0.5630 3.0120 0.9667
S 0.7263 1.5908 1.3368
I -1.5117 0.6745 0.6283
H 1.4605 -0.9586 -2.4690
H -1.6641 -1.9017 0.0452



4.
14
Properties=species:S:1:pos:R:3 method="wB97M-V/def2-TZVPD" total_charge=0 homo_lumo_gap_ev=10.88 smiles=CC1OCCO1
C 0.8475 -0.9496 -1.0375
C 0.0036 0.5354 -0.9054
O -1.3268 0.3353 -0.4851
C -1.2586 0.2740 0.9460
C 0.2399 0.5238 1.1679
O 0.5723 1.3492 0.0614
H 1.8273 -0.7366 -1.4721
H 0.2205 -1.4999 -1.7264
H 1.1031 -1.7529 -0.2863
H -0.0125 1.0643 -1.8711
H -1.9380 1.0194 1.3803
H -1.5604 -0.7233 1.2837
H 0.7254 -0.4227 0.8407
H 0.5567 0.9837 2.1038



5.
21
Properties=species:S:1:pos:R:3 method="wB97M-V/def2-TZVPD" total_charge=+1 homo_lumo_gap_ev=10.01
C 0.9200 -0.6129 0.3510
C 0.1502 0.2455 1.3272
C -1.3545 0.1360 1.1744
C -2.0067 0.9750 0.3815
C -2.0436 -0.8042 2.1152
N 0.8670 -0.0733 -1.0596
H 1.9732 -0.6635 0.6053
H 0.5829 -1.6412 0.4294
H 0.4154 1.3005 1.1840
H 0.4873 0.0551 2.3427
H -1.5466 1.7654 -0.2116
H -3.0684 0.8528 0.1904
H -1.3788 -1.5716 2.5124
H -2.3757 -0.1990 2.9674
H -2.9534 -1.2016 1.6736
H 0.2185 -0.6628 -1.5878
H 0.4552 0.8601 -1.0379
H 1.7531 -0.1519 -1.5643
H 2.6813 0.7663 -4.5714
H 3.5404 0.4350 -3.4246
O 2.6830 0.1901 -3.7971



6.
9
Properties=species:S:1:pos:R:3 method="wB97M-V/def2-TZVPD" total_charge=+2 homo_lumo_gap_ev="8.97 / 9.54" s2=8.76 multiplicity=6
O 3.1841 -3.2938 0.2738
C 2.8467 -2.2023 0.2173
O 2.5433 -1.0711 0.1978
O -0.1922 0.8302 0.1647
C -1.3196 1.4054 0.3271
C -2.5173 1.2999 -0.2558
H -3.2782 2.0670 -0.1095
H -2.7186 0.5014 -0.9840
Co 1.4517 0.4633 0.1685



Record-wise calculated total energy values, in eV: -64069.8241; -52507.8179; -26171.4136; -8370.6561; -8942.6917; -46888.4029
Record-wise energy relative to the best compared isomer or geometry (same formula, charge and spin) values, in kJ/mol: 0.75; 0.00; 180.32; 253.34; 127.00; 0.00